No. 1
Here is a cluster of 2 separate species, C8H12N3OS in total from the Open Molecules 2025 dataset. Energies are from wB97M-V/def2-TZVPD.

Energy above the lowest of the compared OMol25 structures with the same formula, charge and spin ... 3.779 eV
Charge ... +1
Calculated total energy ... -25832.09724 eV
Orbital gap (spin up / spin down) ... 9.58 / 4.87 eV

Structure (XYZ):
```
25
Properties=species:S:1:pos:R:3:forces:R:3:mulliken_charge:R:1
C -3.0303 -1.3466 -1.1729 3.297 0.713 1.748 -0.613
C -2.2963 -0.7141 -2.1230 0.875 2.935 -2.211 -0.589
C -2.4699 -1.4310 0.1371 -0.279 0.577 -2.124 -0.579
C -1.1808 0.1015 -1.7765 -1.834 -1.161 -1.716 -0.007
C -1.2674 -0.8642 0.4029 -0.245 -0.399 0.248 -0.280
C -0.6661 -0.0210 -0.5319 2.398 0.368 1.468 0.119
C 0.6916 1.9150 -0.3800 1.547 -2.647 0.043 0.504
C 2.3092 -0.7076 2.6200 0.928 2.385 0.252 -0.470
N -0.2862 2.6697 -0.7944 1.059 -1.173 0.083 -0.315
N 0.5243 0.6127 -0.1549 -1.630 0.051 0.361 -0.083
N 2.8580 -0.7413 0.4145 0.293 0.345 -1.704 -0.371
O 2.3365 -1.3821 1.3897 -1.076 -1.643 1.013 -0.058
S 2.3071 2.4603 -0.1113 -0.956 3.680 -0.707 -0.113
H -3.8364 -1.8762 -1.4667 -2.780 -1.567 -0.517 0.491
H -2.6291 -0.5974 -3.1833 0.090 -0.486 1.070 0.322
H -2.9967 -1.9784 0.8335 -0.802 -1.136 1.593 0.472
H -0.7198 0.7938 -2.4508 0.099 -0.104 -0.664 0.491
H -0.7533 -1.0739 1.3038 0.299 0.075 0.896 0.428
H 3.2863 -0.7497 3.0905 0.340 0.048 -0.149 0.316
H 1.6558 -1.1928 3.2908 -1.057 -0.636 0.327 0.262
H 2.0394 0.3779 2.4774 0.104 -1.129 0.059 0.212
H -1.1763 2.3005 -0.8336 -2.156 -0.736 -0.102 0.228
H -0.1789 3.6028 -0.7340 0.208 3.869 0.009 0.201
H 2.7091 1.2904 0.0963 1.028 -2.851 0.601 0.188
H 2.7705 -1.4482 -0.3433 0.249 0.621 0.124 0.245
```
Positions in Å, forces in eV/Å.

No. 2
Here is a structure of composition C8H12N3S2 from the Open Molecules 2025 dataset. Energies are from wB97M-V/def2-TZVPD.

Energy above the lowest of the compared OMol25 structures with the same formula, charge and spin ... 1.767 eV
Charge ... +1
Calculated total energy ... -34620.97979 eV
Orbital gap ... 9.02 eV

Structure (XYZ):
```
25
Properties=species:S:1:pos:R:3:forces:R:3:mulliken_charge:R:1
C 3.1860 1.6637 0.0491 2.215 -0.485 -0.743 -0.391
C 2.4559 0.4802 0.0433 -1.353 -0.731 0.331 -0.663
C 2.4712 2.7428 -0.4136 1.244 -0.808 1.015 -0.531
C 1.1845 0.7304 -0.3843 -2.561 -4.048 -0.292 0.480
C -2.0549 0.4219 -0.0640 -1.994 2.181 -0.031 -0.077
C -0.1571 -0.6124 -0.7100 3.978 3.349 -0.484 0.560
C 0.2477 -1.6040 -1.7704 1.174 0.269 -0.175 -1.170
C -2.5431 -0.7808 2.0311 0.246 0.034 4.169 -1.067
N -1.2586 0.1320 -1.1134 -1.381 -2.835 2.735 -0.263
N -1.6486 -0.2837 1.0541 1.368 -0.786 -0.968 -0.041
N -0.5416 -1.1374 0.6016 -3.365 -1.285 -1.505 0.084
S -3.2702 1.5254 -0.0524 0.438 -0.581 0.022 -0.291
S 0.8536 2.3464 -0.7828 0.360 0.203 0.118 -0.115
H 4.3125 1.4891 0.1565 -1.700 1.352 0.273 0.314
H 2.8239 -0.4597 0.4587 -0.076 0.138 -0.505 0.364
H 2.9415 3.6890 -0.3285 -0.407 1.095 -0.599 0.439
H -0.1603 -1.1659 -2.7622 1.057 -1.153 1.547 0.346
H -0.1919 -2.5847 -1.5224 -0.055 0.237 -0.557 0.393
H 1.3751 -1.7088 -1.7139 -1.353 -0.008 -0.646 0.317
H -3.1865 0.0516 2.2826 -0.516 0.217 -0.567 0.428
H -3.1616 -1.6637 1.8178 0.456 0.154 -0.316 0.386
H -2.0569 -0.8379 3.1265 -0.480 -0.460 -2.621 0.325
H -1.0124 0.7870 -1.7400 0.115 2.960 -2.860 0.301
H -0.7868 -2.1488 0.5201 -0.289 0.544 0.112 0.454
H 0.1787 -1.0714 1.2166 2.878 0.446 2.545 0.417
```
Positions in Å, forces in eV/Å.

No. 3
Here is a cluster of 2 separate species, C8H12N4 in total from the Open Molecules 2025 dataset. Energies are from wB97M-V/def2-TZVPD.

Energy above the lowest of the compared OMol25 structures with the same formula, charge and spin ... 0.663 eV
Calculated total energy ... -14450.88838 eV
Orbital gap ... 9.33 eV

Structure (XYZ):
```
24
Properties=species:S:1:pos:R:3:forces:R:3:mulliken_charge:R:1
C -1.5577 -0.8620 0.6565 0.312 -0.796 0.895 -0.651
C -2.1716 0.2795 -0.0647 0.688 0.343 -0.057 0.660
C -2.7560 0.4057 -1.2987 -0.559 0.016 0.418 -0.656
N -2.8870 1.7610 -1.4948 -0.204 0.739 -0.124 -0.048
C -2.3685 2.3928 -0.4222 0.462 -0.463 0.466 -0.194
N -1.9046 1.5343 0.4565 -0.289 0.216 -0.332 -0.575
H -1.8604 -0.9583 1.7059 -0.468 0.345 -0.165 0.295
H -0.4854 -0.6829 0.7694 0.015 -0.027 -0.397 -0.103
H -1.6882 -1.8627 0.2459 -0.112 0.215 -0.448 0.320
H -3.2475 -0.2785 -1.9671 0.317 -0.206 -0.040 0.376
H -3.3465 2.2663 -2.2333 -0.002 -0.411 -0.170 0.172
H -2.2847 3.4648 -0.3459 -0.138 0.022 -0.028 0.408
C 1.8225 1.2120 -0.0336 -0.269 0.517 -0.485 -1.187
C 2.0470 -0.2435 0.2196 0.533 -0.097 0.698 0.618
C 2.5488 -0.7005 1.4152 -0.572 -0.149 -0.032 -0.491
N 2.7829 -2.0443 1.2365 0.207 -0.118 -0.422 -0.082
C 2.4900 -2.3174 -0.0578 -0.178 -0.143 -0.154 -0.235
N 2.0297 -1.2749 -0.6963 -0.076 0.477 -0.042 -0.602
H 2.7874 1.6972 0.1209 -0.123 0.273 -0.119 0.325
H 1.0846 1.7097 0.6003 0.079 -0.416 0.391 0.314
H 1.4628 1.4717 -1.0308 0.271 -0.469 -0.177 0.302
H 2.6136 -0.2206 2.3768 0.218 0.007 -0.038 0.400
H 3.2965 -2.6802 1.8179 -0.108 0.114 0.316 0.196
H 2.6255 -3.2976 -0.4883 -0.005 0.009 0.044 0.437
```
Positions in Å, forces in eV/Å.

No. 4
Here is the molecule C8H12N4 from the Open Molecules 2025 dataset. Energies are from wB97M-V/def2-TZVPD.

Energy above the lowest of the compared OMol25 structures with the same formula, charge and spin ... 6.820 eV
Calculated total energy ... -14444.73227 eV
Orbital gap (spin up / spin down) ... 7.26 / 8.59 eV

Structure (XYZ):
```
24
Properties=species:S:1:pos:R:3:forces:R:3:mulliken_charge:R:1
C -3.5522 -0.1685 1.2622 -2.678 -1.466 0.243 -0.034
C -3.0478 0.5260 -0.7020 1.385 -0.490 -0.634 -0.122
C 0.4556 1.1169 0.6297 -2.750 -0.296 2.204 -0.627
C 1.3116 -0.1488 0.8991 0.173 1.328 -4.223 -0.619
C 0.1125 1.2542 -0.8786 1.154 1.049 -1.002 -0.320
C 0.6336 -1.4584 0.3926 2.759 0.427 -2.654 -1.068
C -0.1242 -0.0793 -1.5345 -0.921 1.226 2.547 -1.186
C -0.5474 -1.1671 -0.6035 0.245 -3.730 -0.717 0.610
N -4.5299 0.6384 0.8035 0.909 -1.590 3.791 -0.501
N -4.1474 1.0992 -0.3516 0.207 1.092 -2.650 -0.423
N -2.6239 -0.3481 0.2841 -1.243 1.556 -0.191 0.696
N -1.6841 -1.2472 0.3741 1.348 0.227 -0.932 -0.946
H -3.6699 -0.9802 2.0300 0.259 1.498 -0.528 0.351
H -2.4635 0.6259 -1.5970 -0.251 0.271 -0.185 0.637
H -0.5512 0.9697 1.2846 1.833 0.361 -1.706 0.117
H 0.8590 2.0298 1.1456 0.041 -0.782 -1.002 0.396
H 2.1762 0.1342 0.2268 -0.239 -0.964 0.867 0.230
H 1.6319 -0.1686 1.8815 0.599 -0.325 1.981 0.498
H -0.6807 1.9672 -1.0762 -1.249 -0.179 0.608 0.383
H 0.7934 1.9311 -1.5068 0.417 -1.437 1.001 0.356
H 1.3857 -2.2509 -0.0283 -1.096 1.823 0.346 0.296
H 0.2433 -1.9502 1.1829 -1.461 -1.520 2.635 0.504
H -0.0497 -0.2217 -2.5710 0.041 -0.242 -1.121 0.426
H -0.7353 -2.1780 -1.2416 0.519 2.163 1.323 0.345
```
Positions in Å, forces in eV/Å.

No. 5
Here is the ion C8H12N4 with charge +2 from the Open Molecules 2025 dataset. Energies are from wB97M-V/def2-TZVPD.

Energy above the lowest of the compared OMol25 structures with the same formula, charge and spin ... 6.373 eV
Charge ... +2
Calculated total energy ... -14428.04272 eV
Orbital gap (spin up / spin down) ... 8.32 / 8.32 eV

Structure (XYZ):
```
24
Properties=species:S:1:pos:R:3:forces:R:3:mulliken_charge:R:1
C -1.5503 -0.6314 0.4793 0.809 1.777 -0.926 -0.228
C -0.7465 -1.2216 1.5212 1.515 -0.920 0.438 -0.634
C 0.5237 0.2803 -2.0373 0.872 -1.123 -2.334 -0.037
C -0.7154 0.1383 -0.2713 -2.366 -1.444 -0.153 0.067
C 0.5875 -0.9773 1.2689 -3.055 -1.778 0.514 0.407
C -1.8330 0.7208 -2.7916 2.752 -0.231 -1.561 -0.311
C 1.7049 -1.3269 2.1196 -0.070 1.357 1.940 -1.312
C 1.1470 1.2702 0.7984 1.166 -0.255 0.561 -0.797
N -0.7468 0.4789 -1.6568 1.694 -0.109 0.188 0.098
N 1.3768 -0.2199 -1.0674 -4.007 0.579 -0.579 -0.363
N -2.9954 1.0704 -2.4514 -2.069 0.613 0.771 -0.079
N 0.6514 -0.0442 0.1373 0.972 1.470 1.899 0.680
H -2.5943 -0.6530 0.2123 -0.196 -0.523 0.564 0.444
H -1.0628 -1.8714 2.3841 0.162 0.951 -1.144 0.465
H 0.9266 0.2836 -3.1190 -1.051 0.429 1.773 0.463
H 2.6505 -1.2005 1.6689 1.188 -0.541 -0.613 0.359
H 1.5439 -2.2689 2.6507 0.216 -0.043 -0.514 0.399
H 1.7182 -0.5644 2.9424 0.110 -0.520 -0.331 0.341
H 1.1730 1.9803 -0.0288 -1.033 0.692 0.715 0.351
H 0.7339 1.3293 1.8316 -0.755 0.806 -1.329 0.401
H 2.2049 1.2153 1.0552 0.335 -0.829 -0.293 0.411
H 2.3541 -0.2711 -0.9426 1.436 0.130 -0.689 0.296
H -3.3446 1.1455 -1.4956 -0.127 0.248 -0.104 0.237
H -3.7071 1.3378 -3.2080 1.500 -0.736 1.205 0.341
```
Positions in Å, forces in eV/Å.

No. 6
Here is the molecule C8H12N4O2 from the Open Molecules 2025 dataset. Energies are from wB97M-V/def2-TZVPD.

Energy above the lowest of the compared OMol25 structures with the same formula, charge and spin ... 3.791 eV
Calculated total energy ... -18541.30038 eV
Orbital gap (spin up / spin down) ... 6.08 / 6.08 eV

Structure (XYZ):
```
26
Properties=species:S:1:pos:R:3:forces:R:3:mulliken_charge:R:1
C -2.8320 -0.0404 -0.2336 3.110 1.401 2.044 -0.926
C -1.6156 0.3621 -0.7591 -0.663 0.052 0.374 0.474
C -1.0022 -0.1731 -1.9635 0.114 1.023 0.789 0.361
C -2.7006 0.3616 1.1996 -2.975 -0.278 -0.471 0.451
C 0.4545 -0.6327 -1.8415 0.894 -1.007 -3.272 -0.562
C 1.3510 0.0947 0.2606 -1.441 -0.444 -2.711 1.173
C 1.2467 0.0040 1.7339 3.283 3.293 0.584 -1.471
C 2.0448 1.2856 -0.3720 1.261 1.404 1.183 -1.449
N -1.5830 1.1368 1.2367 2.258 1.217 2.078 -0.197
N -0.8580 1.1184 0.0654 1.132 -0.167 0.503 -0.353
N 1.0763 -0.9530 -0.6195 1.041 1.560 3.569 0.475
N 0.7693 -2.2197 -0.1349 -2.413 0.445 -1.076 -0.813
O -1.5452 -0.3317 -3.0196 -0.164 -0.231 -0.520 -0.548
O -3.5031 0.2066 2.1300 0.841 -0.117 -0.176 -0.741
H -3.4342 -0.7487 -0.6681 -1.626 -1.254 -0.663 0.445
H 0.3126 -1.5980 -2.4333 1.159 1.227 0.507 0.363
H 1.1599 0.1000 -2.3287 -1.150 -0.845 -0.179 0.274
H 1.0451 1.1479 2.0421 0.733 -2.640 -0.459 0.294
H 2.2734 -0.3215 2.2222 -2.076 0.583 -0.859 0.286
H 0.4326 -0.5251 2.0863 -1.476 -1.523 0.590 0.532
H 2.2199 2.1036 0.4016 -0.113 -1.305 -0.670 0.367
H 1.5353 1.8711 -1.1384 -0.366 -0.713 -0.088 0.431
H 3.0621 0.9996 -0.7665 -1.001 0.044 0.371 0.340
H -1.1148 1.5308 2.1537 -1.691 -1.068 -2.770 0.283
H -0.1762 -2.1686 0.2313 -0.082 -0.493 0.196 0.267
H 1.3816 -2.6105 0.5152 1.413 -0.163 1.124 0.246
```
Positions in Å, forces in eV/Å.